Entry 1:
{"formula": "C36H48F7N2O20PS2", "method": "ωB97M-V with the def2-TZVPD basis set", "symbols": ["C", "C", "C", "F", "P", "N", "C", "C", "C", "S", "C", "S", "N", "C", "C", "C", "C", "O", "C", "O", "C", "C", "C", "C", "C", "C", "H", "H", "H", "H", "H", "H", "H", "H", "H", "H", "H", "H", "H", "H", "H", "H", "H", "H", "H", "H", "H", "H", "H", "H", "H", "H", "H", "H", "H", "H", "C", "C", "O", "C", "O", "O", "F", "H", "H", "H", "C", "C", "O", "C", "O", "O", "F", "H", "H", "H", "C", "C", "O", "C", "O", "O", "F", "H", "H", "H", "C", "C", "O", "C", "O", "O", "F", "H", "H", "H", "C", "C", "O", "C", "O", "O", "F", "H", "H", "H", "C", "C", "O", "C", "O", "O", "F", "H", "H", "H"], "positions_angstrom": [[0.2927, 5.1974, 1.0072], [0.3990, 5.4323, -0.4951], [-0.0892, 4.1807, -1.2307], [0.7516, 3.1431, -0.8454], [-0.0762, 4.4528, -3.0986], [-1.4257, 5.6197, -2.9599], [-0.9674, 3.3603, -4.2770], [-2.4834, 3.4836, -4.3440], [-3.2136, 3.0234, -3.0767], [-4.0106, 1.4056, -3.2382], [-2.6513, 0.2107, -3.2021], [-2.0630, -0.2317, -4.6672], [-2.2188, -0.2859, -2.0016], [-1.5682, -1.6075, -2.1020], [-0.0690, -1.5352, -2.3331], [-3.1881, -0.1906, -0.8856], [-3.0442, 1.1422, -0.1222], [1.3810, 3.4091, -3.2127], [1.9372, 3.2534, -4.3933], [1.8485, 4.0284, -5.3124], [2.7304, 1.9937, -4.5217], [2.4332, 1.0928, -5.5458], [3.1830, -0.0786, -5.6490], [4.2115, -0.3248, -4.7483], [4.5285, 0.5893, -3.7434], [3.7709, 1.7565, -3.6309], [0.8878, 5.9349, 1.5361], [-0.7476, 5.2312, 1.3170], [0.6854, 4.2218, 1.2762], [1.4313, 5.6115, -0.7827], [-0.2474, 6.2473, -0.7927], [-1.0890, 3.9184, -0.8870], [0.7068, 5.5236, -3.5277], [-1.1095, 6.5667, -2.8029], [-2.0970, 5.4192, -2.2262], [-0.5702, 3.4868, -5.2776], [-0.7422, 2.3358, -3.9802], [-2.8071, 4.4650, -4.6596], [-2.8073, 2.8066, -5.1337], [-2.5948, 3.0895, -2.1901], [-4.0573, 3.6879, -2.9045], [-2.0527, -2.2233, -2.8555], [-1.6905, -2.1348, -1.1625], [0.4500, -1.2287, -1.4321], [0.1882, -0.8404, -3.1236], [0.2782, -2.5126, -2.6559], [-4.2086, -0.3482, -1.2158], [-2.9730, -0.9707, -0.1674], [-2.5658, 0.9537, 0.8357], [-3.9997, 1.6188, 0.0638], [-2.3656, 1.7805, -0.6723], [1.6383, 1.3071, -6.2417], [2.9543, -0.7978, -6.4180], [4.7806, -1.2406, -4.8236], [5.3260, 0.4106, -3.0413], [4.0098, 2.4636, -2.8516], [2.9524, 1.6902, 3.5812], [2.4424, 2.8838, 4.3511], [1.0458, 2.8152, 4.1279], [0.7268, 1.5030, 3.9189], [-0.3689, 1.0609, 3.9462], [1.8514, 0.7818, 3.6743], [2.9201, 4.0481, 3.8490], [3.1301, 1.9402, 2.5341], [3.8524, 1.2533, 4.0057], [2.6358, 2.8543, 5.4247], [1.9980, -2.7425, 1.8236], [0.9565, -3.5816, 1.1343], [1.7277, -4.2793, 0.1600], [2.9851, -4.4019, 0.6574], [3.8100, -5.1423, 0.2312], [3.1679, -3.5721, 1.7076], [0.0352, -2.8102, 0.5035], [2.1694, -1.7992, 1.3017], [1.7634, -2.5380, 2.8575], [0.4488, -4.2984, 1.7692], [0.2741, -6.6358, 4.8545], [-0.2224, -5.9564, 6.1097], [0.1028, -4.5905, 5.8587], [0.0837, -4.4114, 4.5191], [0.0593, -3.3543, 3.9747], [0.0918, -5.6016, 3.8743], [0.4486, -6.3740, 7.2083], [1.3322, -6.8906, 4.9232], [-0.2943, -7.5239, 4.5943], [-1.2874, -6.0500, 6.2813], [6.0991, -6.4744, -1.8612], [5.0658, -7.3184, -2.5681], [5.8448, -8.0049, -3.5344], [7.1110, -8.1162, -3.0368], [7.9419, -8.8418, -3.4648], [7.2752, -7.2866, -1.9786], [4.1334, -6.5678, -3.2013], [6.2588, -5.5256, -2.3746], [5.8556, -6.2833, -0.8205], [4.5617, -8.0451, -1.9294], [-2.4583, -3.6095, 8.9676], [-2.9023, -4.3790, 10.1901], [-3.3336, -5.6097, 9.6313], [-2.6294, -5.8077, 8.4883], [-2.5509, -6.8427, 7.9139], [-2.0155, -4.6605, 8.0990], [-3.9421, -3.7835, 10.8170], [-3.2906, -3.0804, 8.5028], [-1.6521, -2.9092, 9.1665], [-2.1123, -4.5733, 10.9169], [-6.2738, 7.9581, -3.1695], [-6.5833, 6.5418, -2.7398], [-5.3363, 6.1031, -2.2304], [-4.6682, 7.2036, -1.7772], [-3.7151, 7.1672, -1.0766], [-5.2513, 8.3330, -2.2392], [-6.9413, 5.7568, -3.7829], [-5.8732, 7.9878, -4.1834], [-7.1267, 8.6271, -3.0971], [-7.3399, 6.4597, -1.9577]], "forces_ev_per_angstrom": [[0.215, 0.012, -0.181], [-0.433, -0.728, 0.035], [1.026, -0.101, -0.449], [-0.219, -0.282, 0.175], [-0.825, 1.101, 0.302], [0.172, -0.096, 0.179], [-0.499, -0.354, 0.503], [-0.027, -0.607, -0.252], [-0.033, 0.467, -0.468], [-0.183, -0.114, 0.588], [0.449, 0.492, -0.222], [0.104, -0.153, -0.131], [-1.580, -0.945, -0.510], [0.887, -0.116, 0.425], [-0.042, 0.180, -0.395], [0.316, 0.767, 0.821], [0.185, -0.604, 0.047], [-0.248, -0.170, 0.169], [0.568, -0.381, -0.088], [-0.351, 0.484, -0.526], [0.063, -0.042, 0.055], [0.588, -0.125, 0.404], [-0.169, 0.419, 0.288], [0.239, 0.027, 0.231], [-0.724, 0.315, -0.420], [0.239, -0.683, -0.117], [-0.169, 0.182, 0.232], [-0.095, 0.141, 0.196], [0.084, -0.120, 0.007], [0.097, 0.171, -0.147], [0.171, 0.382, -0.008], [-0.216, -0.006, -0.181], [0.124, -0.138, -0.110], [0.073, 0.036, -0.020], [-0.235, 0.067, -0.133], [0.390, 0.249, -0.013], [0.249, -0.095, -0.006], [0.077, 0.315, 0.202], [0.073, -0.075, -0.170], [0.097, -0.184, 0.140], [-0.199, -0.019, 0.131], [-0.111, 0.181, -0.328], [-0.271, 0.136, 0.219], [0.083, -0.031, 0.150], [-0.030, 0.129, -0.140], [0.180, -0.165, 0.146], [-0.090, 0.032, -0.248], [0.201, -0.330, -0.164], [0.019, 0.053, 0.170], [-0.078, 0.206, -0.145], [-0.105, 0.326, -0.053], [-0.117, 0.047, -0.074], [-0.017, -0.108, -0.119], [0.030, -0.070, -0.055], [0.171, -0.134, 0.009], [-0.144, 0.149, 0.071], [0.219, -0.226, -0.064], [-0.122, 0.200, -0.252], [0.105, -0.220, 0.281], [-0.062, 0.010, -0.200], [-0.005, 0.022, -0.027], [0.008, 0.092, 0.072], [-0.070, 0.004, 0.029], [-0.037, 0.149, 0.021], [-0.119, -0.146, 0.070], [0.066, 0.106, -0.004], [0.258, 0.233, 0.196], [0.026, 0.276, -0.414], [0.004, -0.168, 0.283], [0.042, 0.116, -0.089], [0.105, -0.068, -0.088], [-0.166, -0.012, -0.074], [0.008, -0.145, -0.007], [-0.103, -0.078, -0.169], [0.138, -0.120, 0.128], [-0.140, -0.006, 0.010], [0.002, -0.198, -0.120], [0.430, -0.002, -0.030], [-0.267, -0.079, -0.127], [0.054, 0.114, 0.098], [-0.058, -0.129, 0.169], [0.003, -0.041, 0.091], [-0.010, 0.108, -0.023], [0.015, 0.072, 0.108], [-0.107, 0.127, -0.163], [-0.032, -0.065, 0.089], [0.043, 0.122, 0.333], [0.022, 0.182, -0.243], [-0.009, -0.176, 0.290], [0.075, 0.058, -0.059], [0.024, 0.012, -0.058], [-0.166, 0.001, -0.067], [0.047, -0.049, -0.046], [-0.107, -0.030, -0.111], [0.123, -0.109, 0.032], [-0.112, 0.045, -0.027], [0.207, 0.252, -0.123], [-0.261, 0.032, -0.062], [0.328, -0.008, 0.076], [-0.082, -0.013, 0.019], [-0.117, 0.062, -0.048], [-0.215, -0.100, 0.250], [-0.005, -0.067, -0.035], [-0.098, -0.047, 0.100], [0.127, -0.135, -0.101], [-0.063, 0.035, 0.085], [-0.102, 0.219, -0.031], [0.140, -0.102, -0.218], [-0.168, 0.135, 0.247], [0.117, -0.009, -0.138], [0.121, -0.049, 0.013], [-0.100, -0.124, -0.024], [0.061, -0.006, 0.043], [-0.008, -0.142, -0.016], [0.092, 0.079, 0.165], [-0.062, -0.081, -0.062]], "lowdin_charge": [-0.086, -0.225, -0.376, -0.054, 0.909, -0.153, -0.239, -0.300, -0.471, 0.887, -1.041, 0.684, -0.155, -0.266, -0.094, -0.237, -0.071, -0.183, -0.576, 0.084, -0.136, -0.011, -0.075, -0.092, -0.075, -0.023, 0.075, 0.080, 0.060, 0.116, 0.092, 0.106, 0.082, 0.029, 0.015, 0.100, 0.073, 0.091, 0.083, 0.036, 0.061, 0.096, 0.092, 0.062, 0.036, 0.082, 0.090, 0.104, 0.070, 0.075, 0.039, 0.117, 0.100, 0.097, 0.096, 0.115, -0.052, -0.317, 0.126, -0.546, 0.187, 0.062, 0.075, 0.146, 0.140, 0.173, -0.043, -0.295, 0.140, -0.549, 0.164, 0.081, 0.073, 0.147, 0.115, 0.147, -0.028, -0.315, 0.143, -0.535, 0.164, 0.066, 0.089, 0.147, 0.144, 0.138, -0.054, -0.315, 0.128, -0.554, 0.180, 0.070, 0.076, 0.146, 0.121, 0.174, -0.034, -0.308, 0.145, -0.539, 0.176, 0.054, 0.083, 0.148, 0.144, 0.175, -0.046, -0.313, 0.118, -0.549, 0.172, 0.078, 0.080, 0.147, 0.140, 0.174], "smiles": "CC[C@H](F)[PH](N)(CCCSC(=S)N(CC)CC)OC(=O)c1ccccc1.O=C1OC[C@@H](F)O1.O=C1OC[C@@H](F)O1.O=C1OC[C@@H](F)O1.O=C1OC[C@@H](F)O1.O=C1OC[C@@H](F)O1.O=C1OC[C@@H](F)O1", "lumo_energy_ev": 0.18, "total_energy_ev": -132023.05359, "max_force_ev_per_a": 1.911, "charge": 0, "homo_lumo_gap_ev": 7.92}

---

Entry 2:
{"formula": "C36H48N8O2S", "method": "ωB97M-V with the def2-TZVPD basis set", "symbols": ["C", "C", "C", "S", "O", "O", "C", "H", "H", "H", "H", "H", "H", "H", "H", "N", "C", "C", "C", "C", "H", "H", "H", "H", "H", "N", "C", "C", "C", "C", "H", "H", "H", "H", "H", "N", "C", "C", "C", "C", "H", "H", "H", "H", "H", "N", "C", "C", "C", "C", "H", "H", "H", "H", "H", "N", "C", "C", "C", "C", "H", "H", "H", "H", "H", "N", "C", "C", "C", "C", "H", "H", "H", "H", "H", "N", "C", "C", "C", "C", "H", "H", "H", "H", "H", "N", "C", "C", "C", "C", "H", "H", "H", "H", "H"], "positions_angstrom": [[-2.2453, -3.2437, -4.1213], [-3.3850, -2.2149, -4.1985], [-2.8693, -0.8646, -3.7103], [-1.0882, -0.8933, -3.7799], [-0.4993, -0.9170, -2.4599], [-0.6256, 0.1486, -4.6647], [-0.9791, -2.5183, -4.5520], [-2.4394, -4.1087, -4.7496], [-2.0666, -3.5270, -3.0872], [-4.2189, -2.5018, -3.5524], [-3.8302, -2.2017, -5.1935], [-3.1930, -0.5366, -2.7201], [-3.1981, -0.0141, -4.3117], [-0.0141, -2.9256, -4.2411], [-0.8305, -2.3380, -5.6197], [2.8419, 6.3471, 0.9083], [3.8690, 5.9041, 1.7087], [4.1259, 4.6005, 1.3813], [3.2981, 4.2684, 0.2728], [2.4717, 5.3427, 0.0575], [2.3241, 7.1829, 1.1126], [4.3955, 6.5947, 2.3463], [5.0231, 4.1076, 1.7257], [3.3636, 3.3507, -0.2867], [1.6394, 5.4116, -0.6218], [-5.4855, -3.5643, -0.9009], [-5.1428, -2.4096, -0.2461], [-3.7787, -2.3338, -0.2099], [-3.2740, -3.5165, -0.8036], [-4.3468, -4.2792, -1.2001], [-6.4164, -3.9190, -1.0212], [-5.9039, -1.7517, 0.1404], [-3.2290, -1.5114, 0.2198], [-2.2374, -3.8162, -0.7863], [-4.4401, -5.2153, -1.7236], [4.9401, -2.1042, -2.5849], [5.3825, -3.3098, -2.0818], [4.9700, -3.3945, -0.7769], [4.1965, -2.2209, -0.4804], [4.2694, -1.4507, -1.5920], [5.2020, -1.7101, -3.4679], [5.9150, -4.0292, -2.6790], [5.1466, -4.1874, -0.0687], [3.8049, -1.8839, 0.4640], [3.9467, -0.4409, -1.7949], [1.2217, -5.5824, 1.1851], [1.4137, -4.4647, 1.9552], [1.0520, -3.3719, 1.2122], [0.6393, -3.8365, -0.0531], [0.6819, -5.2127, -0.0259], [1.2994, -6.5259, 1.5171], [1.9160, -4.5911, 2.9007], [1.2363, -2.3720, 1.5684], [0.3960, -3.2414, -0.9199], [0.4443, -5.9421, -0.7812], [0.6875, -0.1784, 0.0220], [1.7999, 0.5630, 0.2491], [1.8133, 0.9840, 1.5527], [0.5832, 0.5510, 2.1354], [-0.0412, -0.2219, 1.1853], [0.2628, -0.4516, -0.8528], [2.6056, 0.6615, -0.4611], [2.6292, 1.5307, 1.9972], [0.1447, 0.9050, 3.0544], [-0.9711, -0.7677, 1.1739], [-4.4530, -2.0047, 3.1365], [-5.2849, -0.9190, 3.1946], [-4.5095, 0.2116, 3.1602], [-3.1522, -0.2171, 3.1141], [-3.1530, -1.5904, 3.0517], [-4.8046, -2.9295, 2.9657], [-6.3564, -1.0257, 3.1798], [-4.8295, 1.2395, 3.1756], [-2.2485, 0.3550, 3.2457], [-2.3662, -2.3161, 2.9272], [0.8218, 3.6969, -2.6925], [-0.3497, 2.9927, -2.7109], [-1.3741, 3.8984, -2.8586], [-0.7854, 5.1769, -3.0127], [0.5724, 5.0232, -2.9436], [1.6812, 3.2657, -2.4045], [-0.3817, 1.9406, -2.4848], [-2.4422, 3.7675, -2.9199], [-1.3209, 6.0996, -3.1660], [1.4148, 5.6925, -2.9977], [2.2101, 4.2330, 4.1761], [1.6252, 3.1360, 4.7421], [1.2648, 3.4730, 6.0277], [1.6065, 4.8437, 6.1968], [2.2222, 5.2800, 5.0554], [2.5320, 4.2432, 3.2205], [1.7503, 2.1814, 4.2559], [0.7928, 2.8562, 6.7725], [1.4406, 5.3373, 7.1420], [2.6734, 6.2190, 4.7878]], "forces_ev_per_angstrom": [[0.509, 0.513, -0.055], [-0.678, -0.388, 0.623], [-0.580, 1.001, -0.049], [0.117, 0.517, -0.758], [-0.274, -0.450, 0.134], [0.019, -0.314, -0.046], [0.982, 0.408, -0.292], [-0.003, -0.130, 0.147], [-0.345, -0.330, 0.027], [0.170, -0.214, 0.090], [0.385, 0.381, -0.177], [0.218, -0.714, 0.273], [0.280, -0.218, -0.410], [-0.264, -0.254, 0.370], [-0.568, 0.086, -0.034], [0.157, -0.236, 0.428], [-0.396, 0.226, -0.130], [1.131, 0.591, -0.502], [-0.042, 0.055, 0.455], [-0.062, -0.394, -0.253], [-0.079, 0.024, -0.283], [-0.118, -0.131, 0.224], [-0.250, -0.358, 0.064], [-0.321, -0.043, 0.029], [-0.022, 0.265, 0.049], [0.303, -0.319, 0.259], [-0.396, 0.053, -0.349], [-0.150, 0.202, 0.147], [0.168, -0.421, 0.268], [-0.290, 0.524, -0.147], [-0.037, 0.096, 0.005], [0.078, 0.090, -0.072], [0.084, -0.116, 0.059], [0.017, 0.002, -0.248], [0.209, -0.083, 0.095], [0.317, -0.728, 0.441], [-0.078, 0.023, 0.233], [-0.622, 0.164, 0.211], [1.023, -0.155, 0.062], [-0.344, 1.090, -0.838], [-0.081, -0.020, -0.046], [0.085, 0.109, -0.080], [0.057, -0.174, -0.222], [-0.184, -0.240, 0.024], [-0.194, -0.095, 0.157], [-0.641, 0.086, -0.259], [0.266, -0.584, -0.212], [0.859, 0.068, 0.739], [-0.380, -0.347, -0.356], [0.524, 0.222, 0.170], [0.034, -0.007, -0.032], [-0.223, 0.320, 0.124], [-0.251, 0.142, -0.269], [-0.165, 0.069, 0.087], [0.012, -0.012, 0.001], [-0.514, -0.147, 0.801], [0.967, 0.004, -0.062], [-0.430, 0.119, -0.184], [0.112, -0.127, -0.214], [-0.339, 0.567, -0.445], [0.505, -0.137, -0.150], [-0.242, -0.004, -0.206], [-0.132, 0.125, 0.101], [0.183, -0.429, 0.250], [-0.111, 0.213, 0.216], [-0.432, 0.088, -0.190], [0.047, 0.293, -0.379], [0.356, -0.039, 0.235], [0.237, -0.493, 0.136], [-0.270, -0.039, 0.146], [0.274, -0.089, 0.034], [0.003, -0.072, 0.107], [-0.175, -0.046, 0.115], [-0.119, 0.269, -0.343], [0.124, 0.104, 0.172], [-0.392, -0.522, -0.387], [-0.588, 0.276, 0.769], [0.056, 0.188, -0.359], [0.151, 0.284, -0.189], [0.495, -0.222, 0.557], [0.208, 0.255, -0.238], [0.117, -0.026, -0.129], [0.073, -0.486, 0.098], [0.087, 0.027, -0.085], [-0.206, 0.234, -0.052], [-0.039, -0.217, -0.183], [0.592, -0.084, 0.425], [-0.068, 0.297, -0.554], [-0.070, -0.430, 0.776], [-0.222, -0.156, -0.202], [0.197, 0.210, 0.067], [-0.476, 0.010, -0.043], [0.034, -0.148, -0.065], [0.146, 0.418, -0.235], [-0.103, 0.076, 0.011]], "lowdin_charge": [-0.203, -0.198, -0.216, 0.677, -0.341, -0.319, -0.221, 0.118, 0.084, 0.100, 0.116, 0.103, 0.107, 0.108, 0.108, 0.021, -0.156, -0.132, -0.103, -0.123, 0.146, 0.111, 0.100, 0.080, 0.085, 0.004, -0.137, -0.108, -0.114, -0.134, 0.141, 0.107, 0.088, 0.081, 0.107, 0.005, -0.142, -0.103, -0.100, -0.167, 0.139, 0.099, 0.087, 0.088, 0.092, 0.000, -0.132, -0.114, -0.115, -0.136, 0.138, 0.107, 0.076, 0.080, 0.100, 0.041, -0.162, -0.107, -0.101, -0.151, 0.077, 0.084, 0.081, 0.073, 0.093, 0.004, -0.155, -0.101, -0.108, -0.154, 0.141, 0.102, 0.089, 0.080, 0.110, 0.014, -0.122, -0.105, -0.118, -0.164, 0.135, 0.089, 0.088, 0.089, 0.103, 0.015, -0.134, -0.108, -0.125, -0.142, 0.103, 0.088, 0.086, 0.086, 0.096], "e_above_lowest_kcal_mol": 4.8, "smiles": "O=S1(=O)CCCC1.c1cc[nH]c1.c1cc[nH]c1.c1cc[nH]c1.c1cc[nH]c1.c1cc[nH]c1.c1cc[nH]c1.c1cc[nH]c1.c1cc[nH]c1", "lumo_energy_ev": 0.43, "total_energy_ev": -64958.73911, "max_force_ev_per_a": 1.418, "charge": 0, "homo_lumo_gap_ev": 8.20}